1.
Below is a cluster of 2 separate species, C12H17NO in total, with properties calculated with the ωB97M-V functional and the def2-TZVPD basis.

ORCA input file:
```
! wB97M-V def2-TZVPD RIJCOSX def2/J DEFGRID3
* xyz 0 1
O 1.422 -5.098 0.715
N -1.484 -0.124 -1.573
C 1.140 2.440 -1.574
C -0.357 1.529 1.356
C 1.724 -2.723 0.162
C 0.191 1.317 -1.221
C -1.136 0.946 2.333
C -1.587 0.266 -0.269
C -2.230 0.130 2.002
C -0.432 0.545 -2.157
C -2.526 -0.144 0.684
C 1.105 -3.730 1.152
C -0.488 1.111 0.027
C 0.630 3.801 -1.028
H 2.192 2.340 -1.304
H -2.969 -0.109 2.751
H -0.032 0.267 -3.111
H -3.326 -0.825 0.454
H 2.319 -1.958 0.674
H 2.551 -3.184 -0.373
H -2.117 -0.684 -2.113
H -1.051 1.290 3.357
H 1.099 2.533 -2.658
H -0.242 3.713 -0.374
H 0.023 -3.645 1.130
H 1.709 -3.726 2.054
H 0.314 2.307 1.679
H 1.363 4.378 -0.474
H 0.194 4.380 -1.848
H 1.069 -5.199 -0.157
H 0.933 -2.143 -0.295
*
```

Calculated values
**LUMO energy**: 0.74 eV
**SMILES**: CCc1c[nH]c2ccccc12.CCO
**Relative energy (zero: lowest compared OMol25 entry of this formula, charge and spin)**: 210.13 kJ/mol
**HOMO level**: -7.9 eV



2.
Below is a cluster of 2 separate species, CH4FNS in total, with properties calculated with the ωB97M-V functional and the def2-TZVPD basis.

ORCA input file:
```
! wB97M-V def2-TZVPD RIJCOSX def2/J DEFGRID3
* xyz 0 1
S -3.203 0.521 -0.278
F -3.280 -0.778 0.916
N -3.098 -0.007 -1.604
C -0.175 0.648 0.697
H 0.221 0.284 1.706
H 0.398 1.536 0.451
H -0.005 -0.035 -0.113
H -1.400 0.676 0.718
*
```

Calculated values
**LUMO energy**: -1.29 eV
**Relative energy (zero: lowest compared OMol25 entry of this formula, charge and spin)**: 230.05 kJ/mol
**HOMO level**: -11.4 eV



3.
Below is a structure of composition C20H29N3NiO6SSi2Te, with properties calculated with the ωB97M-V functional and the def2-TZVPD basis.

ORCA input file:
```
! wB97M-V def2-TZVPD RIJCOSX def2/J DEFGRID3
* xyz 0 1
Te -0.092 -2.313 -0.186
Ni 0.486 0.500 1.405
S 1.124 -1.501 1.969
Si -3.072 -1.964 -0.416
Si 2.382 -3.298 -2.146
O -0.167 7.897 1.388
O 1.830 -0.558 2.784
O -2.121 7.036 1.246
O 1.441 -1.199 0.391
O 1.425 -2.902 2.100
O -0.371 -1.308 1.979
N 1.720 1.997 1.069
N -0.907 6.920 1.349
N -0.927 1.944 1.437
C 0.814 -2.169 -2.120
C 1.090 3.177 1.268
C -1.528 -0.863 -0.715
C -2.793 -3.554 -1.437
C 3.053 1.968 1.053
C -3.053 3.023 1.482
C 2.043 -4.737 -0.956
C -0.333 3.170 1.375
C 3.828 3.123 1.235
C -1.064 4.389 1.411
C -0.310 5.620 1.406
C -3.202 -2.432 1.406
C 3.966 -2.393 -1.681
C -2.263 1.892 1.509
C 1.794 4.402 1.370
C -2.469 4.279 1.453
C 2.437 -3.880 -3.947
C 1.074 5.593 1.439
C -4.627 -1.118 -1.063
C 3.213 4.337 1.374
H 1.059 -5.174 -1.153
H 3.236 -4.600 -4.129
H 2.607 -3.024 -4.603
H -2.223 -2.688 1.806
H -4.130 2.927 1.496
H -3.862 -3.287 1.552
H 1.494 -4.341 -4.243
H -1.442 -0.026 -0.024
H -1.397 -0.532 -1.742
H 3.779 5.254 1.483
H 4.197 -1.595 -2.388
H -3.073 5.165 1.452
H 4.906 3.042 1.243
H -2.917 -3.389 -2.508
H 3.513 1.005 0.875
H 2.057 -4.382 0.076
H -2.711 0.907 1.589
H -3.503 -4.328 -1.146
H -1.791 -3.959 -1.285
H 1.592 6.539 1.489
H 3.895 -1.949 -0.688
H -4.775 -0.125 -0.638
H 0.101 -2.444 -2.897
H -3.581 -1.605 2.007
H -4.606 -1.020 -2.149
H -5.500 -1.722 -0.808
H 2.783 -5.534 -1.027
H 1.065 -1.110 -2.193
H 4.809 -3.086 -1.679
*
```

Calculated values
**LUMO energy (alpha / beta)**: -1.02 / -1.04 eV
**Relative energy (zero: lowest compared OMol25 entry of this formula, charge and spin)**: 564.22 kJ/mol
**HOMO level (alpha / beta)**: -4.8 / -4.9 eV



4.
Below is the ion C8H17NP with charge +1, with properties calculated with the ωB97M-V functional and the def2-TZVPD basis.

ORCA input file:
```
! wB97M-V def2-TZVPD RIJCOSX def2/J DEFGRID3
* xyz 1 1
P 0.191 1.731 0.462
N 0.523 -2.926 0.505
C 0.449 -0.466 -1.540
C 1.441 -0.783 -0.529
C -0.962 -0.942 0.722
C 0.065 -0.039 -0.117
C 1.781 -2.167 -0.058
C -1.025 4.164 -0.101
C -1.188 2.601 -0.341
C -0.296 -2.036 1.462
H 2.417 -2.163 0.845
H -1.649 4.685 -0.881
H -0.075 -1.358 -2.095
H 0.713 0.255 -2.421
H 2.143 -2.862 -0.776
H -1.482 -0.277 1.455
H 2.311 -0.245 -0.463
H -1.400 4.276 0.931
H -0.163 -3.271 -0.281
H -2.296 2.263 0.165
H 0.491 -1.760 2.191
H 0.119 4.298 -0.239
H -1.717 -1.235 0.118
H -1.355 2.407 -1.381
H 0.841 -3.709 1.069
H -1.102 -2.561 1.872
H 1.224 2.117 -0.574
*
```

Calculated values
**LUMO energy**: -3.27 eV
**SMILES**: CCP[C@]12CC[NH2+]C[C@H]1C2
**Relative energy (zero: lowest compared OMol25 entry of this formula, charge and spin)**: 0.00 kJ/mol
**HOMO level**: -12.1 eV



5.
Below is a structure of composition C3H4O4Sm, with properties calculated with the ωB97M-V functional and the def2-TZVPD basis.

ORCA input file:
```
! wB97M-V def2-TZVPD RIJCOSX def2/J DEFGRID3
* xyz 2 7
Sm 5.000 0.469 -0.297
O 0.616 -1.386 -0.157
O -2.035 0.882 1.813
O 0.800 0.722 -0.584
O 2.662 -0.497 -0.226
C 1.445 -0.394 -0.353
C -0.560 0.412 -0.685
C -0.673 -0.905 -0.375
H -1.428 -1.642 -0.628
H -2.640 1.360 1.239
H -1.194 1.090 -1.258
H -1.993 -0.111 1.512
*
```

Calculated values
**LUMO energy (alpha / beta)**: -9.74 / -9.54 eV
**Relative energy (zero: lowest compared OMol25 entry of this formula, charge and spin)**: 0.00 kJ/mol
**HOMO level (alpha / beta)**: -16.0 / -16.0 eV



6.
Below is a structure of composition C18H27AsN3O9P2Pd, with properties calculated with the ωB97M-V functional and the def2-TZVPD basis.

ORCA input file:
```
! wB97M-V def2-TZVPD RIJCOSX def2/J DEFGRID3
* xyz 1 1
Pd -0.226 0.634 -0.148
As 1.021 -0.553 -2.861
P 0.420 2.047 2.536
P 2.566 1.583 0.465
O -0.269 3.311 2.245
O -1.392 -6.886 -0.700
O 0.514 1.749 4.131
O 3.027 0.183 0.624
O -0.338 0.126 -2.138
O 0.281 -6.678 0.723
O 0.006 0.721 1.917
O 3.754 2.498 -0.092
O 1.350 1.942 -0.374
N 2.945 1.180 3.076
N -2.262 2.150 -0.129
N -1.782 -0.574 0.075
C -0.668 -2.494 1.033
C -2.976 -0.124 0.097
C -4.852 3.100 0.196
C -3.792 3.970 0.037
C -2.508 3.447 -0.119
C -2.131 -2.797 -0.869
C -0.731 -6.171 -0.007
C -1.849 -4.152 -0.866
C -0.978 -4.688 0.076
C -3.290 1.312 0.044
C 1.926 -1.794 -1.723
C 2.747 3.589 2.510
C 2.245 2.192 2.187
C -0.399 -3.852 1.028
C 2.291 0.772 -3.398
C -4.599 1.734 0.204
C 0.403 -1.460 -4.424
C -1.542 -1.979 0.086
H -5.398 1.016 0.338
H -2.295 -4.818 -1.592
H -0.065 -0.735 -5.086
H 1.212 -2.539 -1.373
H 2.233 4.305 1.871
H 2.340 -1.236 -0.882
H -3.942 5.040 0.037
H -3.800 -0.829 0.183
H 0.257 -4.239 1.799
H 2.799 1.148 -2.513
H -0.218 -1.824 1.754
H 2.724 -2.277 -2.285
H -0.039 2.361 4.631
H -2.782 -2.368 -1.620
H 2.539 1.194 4.015
H -0.329 -2.208 -4.126
H 3.451 3.267 -0.590
H 0.775 -5.986 1.176
H 1.239 -1.940 -4.930
H 2.515 3.859 3.542
H 1.762 1.581 -3.897
H -1.649 4.097 -0.228
H 3.019 0.323 -4.072
H 3.822 3.676 2.343
H -5.860 3.473 0.319
H 3.948 1.363 3.115
H 2.833 0.258 2.627
*
```

Calculated values
**LUMO energy**: -3.18 eV
**Relative energy (zero: lowest compared OMol25 entry of this formula, charge and spin)**: 0.00 kJ/mol
**HOMO level**: -11.2 eV



7.
Below is a cluster of 2 separate species, C14H31N5O4 in total, with properties calculated with the ωB97M-V functional and the def2-TZVPD basis.

ORCA input file:
```
! wB97M-V def2-TZVPD RIJCOSX def2/J DEFGRID3
* xyz 0 1
O 0.871 -0.624 3.741
O -3.063 2.501 -0.035
O 2.392 0.875 3.407
O 2.780 -0.784 4.728
N -3.601 0.248 0.153
N -0.830 -1.355 -0.978
N 2.016 -0.178 3.961
N 1.676 0.300 -0.600
N 2.782 -1.677 0.228
C -0.710 0.105 -1.301
C 1.462 -0.929 0.236
C -3.655 1.526 -0.575
C 0.820 0.327 -1.819
C -3.403 -0.924 -0.741
C -2.078 -1.696 -0.185
C -4.730 0.074 1.121
C 0.380 -1.966 -0.325
C -6.141 0.658 0.641
C -4.394 1.800 -1.959
C 5.341 1.231 -0.452
C 4.823 -0.298 -0.639
C 5.801 1.546 1.053
C 3.920 -0.784 0.612
H -1.902 -1.324 0.883
H -4.248 -1.703 -0.662
H 4.546 1.988 -0.772
H -0.948 0.753 -0.396
H -4.891 -1.052 1.303
H 0.904 -2.759 -0.973
H -3.298 -0.676 -1.845
H -5.531 1.818 -1.879
H -6.946 0.203 1.321
H -0.006 -2.551 0.590
H -4.374 0.504 2.123
H 1.262 -0.607 1.337
H 2.948 -1.905 -0.769
H 6.183 0.588 1.549
H -4.068 2.846 -2.309
H -6.417 0.363 -0.427
H -1.376 0.345 -2.203
H 4.936 1.978 1.675
H 6.225 1.354 -1.159
H -2.253 -2.825 -0.103
H 4.634 -1.401 1.275
H -0.950 -1.846 -1.889
H 6.633 2.329 1.010
H 1.316 1.081 -0.015
H -4.031 1.078 -2.770
H 1.180 -0.505 -2.510
H 5.666 -1.016 -0.896
H 0.860 1.361 -2.302
H -6.137 1.784 0.821
H 4.096 -0.252 -1.534
H 3.526 0.072 1.250
*
```

Calculated values
**LUMO energy**: -0.98 eV
**HOMO level**: -6.8 eV



8.
Below is a cluster of 2 separate species, C3H8N2O2 in total, with properties calculated with the ωB97M-V functional and the def2-TZVPD basis.

ORCA input file:
```
! wB97M-V def2-TZVPD RIJCOSX def2/J DEFGRID3
* xyz 0 1
O -3.166 0.198 -0.770
O -1.833 -1.180 0.221
N -2.067 -0.183 -0.454
N 1.251 -2.394 0.579
C 0.050 0.827 0.021
C -1.034 0.737 -0.716
C 1.149 1.898 0.053
H 0.123 -0.010 0.741
H 0.648 -2.522 1.392
H 0.688 2.837 -0.375
H -1.193 1.229 -1.588
H 1.528 -3.303 0.143
H 1.317 2.172 1.131
H 0.519 -1.877 -0.003
H 2.019 1.572 -0.377
*
```

Calculated values
**LUMO energy**: -0.38 eV
**SMILES**: C/C=C/[N+](=O)[O-].N
**Relative energy (zero: lowest compared OMol25 entry of this formula, charge and spin)**: 490.61 kJ/mol
**HOMO level**: -10.1 eV



Number 1: energy -597.40468 Ha. Number 2: energy -593.21720 Ha. Number 3: energy -4148.53365 Ha. Number 4: energy -710.78209 Ha. Number 5: energy -1074.97562 Ha. Number 6: energy -4589.96383 Ha. Number 7: energy -1126.44161 Ha. Number 8: energy -378.95414 Ha.